No. 1
Here is a 4-piece molecular cluster, C29H29NO13 overall from OMol25. Energies are from the ωB97M-V functional and the def2-TZVPD basis.

Structure (XYZ):
```
72
Properties=species:S:1:pos:R:3
O 0.94 0.50 -3.56
O -4.08 2.08 -1.87
O -2.81 0.33 -6.36
O -5.46 1.04 0.15
O 0.15 2.93 -2.85
O 1.93 -7.49 4.21
O 4.37 -5.04 1.04
O 1.52 1.24 -0.75
O 4.72 -7.17 -0.51
O -9.27 1.35 -2.56
O 2.35 -9.64 2.70
O -7.88 2.32 -4.61
O -3.59 2.77 -5.68
N 0.67 2.53 0.98
C -0.89 0.31 -5.00
C 4.04 -7.32 0.63
C 1.16 1.39 0.38
C 0.19 2.31 2.35
C 4.19 2.37 1.64
C 3.55 -8.50 1.03
C 1.08 2.80 3.53
C -1.75 2.96 -4.23
C -2.48 2.28 -5.12
C -7.23 2.04 -3.48
C -2.09 0.90 -5.56
C 2.41 3.48 3.15
C 4.81 3.05 3.96
C 2.62 -7.35 3.09
C -5.92 2.24 -3.33
C -7.42 1.15 -1.11
C -0.09 0.77 2.32
C 1.61 -2.20 0.96
C 1.14 0.34 1.51
C -0.16 0.99 -4.11
C 3.87 -6.08 1.45
C -5.27 1.92 -2.07
C 2.81 -8.60 2.28
C -8.08 1.49 -2.37
C -0.55 2.37 -3.66
C 3.12 -6.17 2.70
C 1.25 -1.07 1.13
C -6.11 1.34 -0.97
C 3.65 2.55 3.09
H 4.97 -6.23 -0.55
H 3.35 1.56 3.47
H 0.50 3.52 4.11
H 5.17 4.02 3.61
H 1.97 0.58 2.18
H -4.52 1.28 -0.01
H 2.99 -5.26 3.27
H -3.91 2.08 -6.28
H 3.99 3.27 1.05
H -8.81 2.09 -4.45
H 1.05 3.42 0.71
H 2.00 -3.14 0.66
H 2.33 4.09 2.25
H 1.69 -8.44 4.26
H 5.65 2.35 3.84
H 3.70 1.53 1.16
H 2.63 4.20 3.95
H 4.56 3.13 5.02
H -0.62 -0.68 -5.33
H -0.75 2.86 2.40
H 1.27 1.16 -2.92
H 5.25 2.14 1.64
H -0.04 0.49 3.37
H -5.30 2.64 -4.13
H -8.04 0.73 -0.32
H -2.02 3.96 -3.91
H 3.67 -9.40 0.44
H 1.32 1.96 4.19
H -1.05 0.57 1.84
```

Results
Gap between HOMO and LUMO (eV): 7.71
SMILES string: C#C[C@@H]1C[C@@H](CCC(C)C)NC1=O.O=C1C=C(O)C(=O)C=C1O.O=C1C=C(O)C(=O)C=C1O.O=C1C=C(O)C(=O)C=C1O
Molecular weight (u): 599.545
E_HOMO (eV): -9.279
Calculated total energy (hartree): -2155.2684

Here are the Mulliken charges for atoms 1 to 8, given in e: O -0.572; O -0.587; O -0.647; O -0.567; O -0.610; O -0.565; O -0.633; O -0.672

No. 2
Here is C29H30BN10O2Ru as an isolated structure from OMol25. Energies are from the ωB97M-V functional and the def2-TZVPD basis.

Structure (XYZ):
```
73
Properties=species:S:1:pos:R:3
Ru 0.00 0.30 -0.42
O -4.16 6.43 -3.13
O -2.97 6.44 -5.00
N -1.18 -0.37 2.23
N -0.38 -2.30 0.89
N -0.72 -1.66 -0.27
N 1.35 0.39 1.18
N 1.57 -0.51 -1.51
N 0.05 -2.44 3.38
N 1.01 -3.30 3.24
N -1.37 0.54 1.21
N 0.13 1.57 -2.41
N 1.27 -0.67 2.04
C -2.89 0.94 2.81
C 2.54 1.00 1.31
C 2.42 -0.68 2.75
C -1.32 4.42 -4.33
C 1.89 0.01 -2.72
C -0.66 2.66 -2.83
C -2.98 2.47 0.78
C -2.41 1.34 1.56
C 3.24 0.35 2.32
C 2.27 -1.56 -1.05
C 1.09 1.12 -3.15
C -3.21 5.98 -3.92
C 2.88 2.18 0.47
C -2.34 4.79 -3.46
C -2.10 -0.12 3.18
C -2.52 4.10 -2.26
C -0.98 -3.83 -0.63
C 3.66 -1.58 -3.00
C -1.68 3.04 -1.97
C 2.93 -0.50 -3.48
C -0.55 -3.62 0.67
C 3.32 -2.11 -1.76
C -0.62 -2.63 4.61
C -0.04 -3.66 5.26
C 1.95 -5.18 4.55
C 1.00 -4.10 4.38
C -1.06 -2.57 -1.21
C -1.47 -2.13 -2.57
C -0.48 3.37 -4.03
B -0.08 -1.45 2.18
H 1.90 -5.87 3.70
H -2.17 -2.83 -3.02
H 4.22 0.61 2.70
H 2.61 -1.41 3.51
H -0.61 -2.06 -3.23
H 2.01 -1.97 -0.08
H 3.57 2.85 0.98
H -2.17 -0.69 4.09
H -4.30 6.02 -2.28
H 3.86 -2.95 -1.34
H 4.48 -2.00 -3.57
H -3.80 2.91 1.35
H -3.31 4.35 -1.56
H -3.39 2.12 -0.17
H 1.97 2.74 0.22
H -2.24 3.25 0.62
H -1.79 2.48 -1.05
H 0.30 3.12 -4.74
H -1.22 -4.77 -1.09
H 3.16 -0.06 -4.44
H -1.19 4.96 -5.25
H 2.98 -4.80 4.45
H 3.37 1.87 -0.46
H -1.95 -1.14 -2.52
H 1.82 -5.71 5.49
H -0.36 -4.35 1.44
H -0.31 -4.06 6.22
H -1.44 -2.02 4.94
H -3.71 1.38 3.35
H 1.32 1.56 -4.12
```

Results
Gap between HOMO and LUMO (alpha / beta) (eV): 4.42 / 2.76
2S+1: 6
Molecular weight (u): 662.509
Net charge: +4
E_HOMO (alpha / beta) (eV): -18.446 / -18.411
Calculated total energy (hartree): -1939.3246

Here are the Mulliken charges for atoms 1 to 8, given in e: Ru -0.332; O -0.436; O -0.467; N 0.521; N 1.162; N -0.254; N -0.264; N 1.475

No. 3
Here is a 10-piece molecular cluster, C29H30Br2Cl36N2O4 overall from OMol25. Energies are from the ωB97M-V functional and the def2-TZVPD basis.

Structure (XYZ):
```
103
Properties=species:S:1:pos:R:3
Br 5.33 -0.82 -1.72
Br 2.16 -1.07 -3.82
Cl -2.79 6.49 2.61
Cl -2.95 2.61 -3.36
Cl -7.70 3.60 1.44
Cl -1.10 -2.13 -6.14
Cl 3.77 2.47 -5.30
Cl 4.67 4.37 -7.29
Cl -5.81 2.59 -3.80
Cl 4.93 -3.25 -5.11
Cl -0.42 1.51 5.91
Cl 5.13 -5.44 -3.24
Cl 6.43 2.25 -6.41
Cl -0.12 3.74 7.73
Cl -8.31 5.68 3.36
Cl -7.33 1.78 7.14
Cl -4.70 3.76 -1.38
Cl -0.69 -4.58 -4.65
Cl 2.21 2.58 6.45
Cl 7.19 -3.41 -3.33
Cl -7.89 -0.39 5.32
Cl 5.95 2.59 2.79
Cl -10.44 4.14 2.16
Cl 6.37 0.09 4.18
Cl -5.09 5.61 1.11
Cl -6.23 -0.85 7.65
Cl -5.23 0.74 5.45
Cl 1.50 -3.39 -6.11
Cl 8.60 1.42 2.89
Cl -0.69 -4.63 -7.54
Cl 6.52 0.19 1.29
Cl 0.80 1.11 8.50
Cl -3.67 3.75 2.82
Cl 6.93 -5.30 -5.50
Cl -5.25 5.86 3.99
Cl 5.80 4.43 -4.62
Cl -8.65 2.90 4.07
Cl -4.66 0.90 -1.75
O -4.10 -3.35 -2.04
O -0.48 0.27 2.64
O -2.25 0.97 3.79
O -5.43 -4.57 -0.82
N 3.35 0.12 1.19
N 0.57 2.13 -0.16
C 6.05 -4.35 -4.29
C -8.78 4.08 2.76
C -0.08 -1.18 0.72
C -2.79 -1.48 -1.01
C -0.91 2.70 2.96
C -1.13 -0.42 1.55
C 2.00 -0.83 -0.85
C 5.17 3.38 -5.91
C -5.13 -3.50 -1.15
C -4.20 5.43 2.63
C 4.13 1.88 -1.55
C 6.86 1.07 2.79
C -1.93 -0.28 -1.53
C -0.24 -3.69 -6.11
C 2.34 -3.27 0.19
C 3.93 0.46 -2.20
C -4.53 2.47 -2.58
C 0.42 1.03 -0.19
C 0.62 2.23 7.15
C 3.74 -3.22 0.90
C 2.74 -0.27 0.35
C -3.75 -1.96 -2.16
C 4.26 -4.67 1.21
C -1.30 1.23 3.17
C -0.44 -0.63 -1.77
C 2.22 -2.35 -1.06
C -6.67 0.32 6.39
C 2.46 -0.05 -2.13
C 0.48 -0.45 -0.54
H -0.30 3.06 3.80
H -0.32 2.86 2.05
H 4.16 2.65 -2.33
H -0.40 -1.68 -2.11
H -3.17 -1.89 -3.10
H -2.17 -2.36 -0.79
H 1.85 0.85 -2.31
H -1.81 0.23 0.99
H -4.62 -1.28 -2.29
H -0.53 -2.15 0.44
H 1.51 -3.23 0.91
H 2.30 -4.30 -0.22
H 1.37 -2.72 -1.65
H -2.09 0.64 -0.96
H -5.69 -2.63 -0.76
H 3.69 -2.67 1.85
H -2.35 -0.05 -2.53
H 4.44 -2.79 0.18
H -3.45 -1.21 -0.16
H -0.13 -0.03 -2.64
H 0.71 -1.45 1.45
H 3.44 -5.41 1.14
H 5.12 1.85 -1.06
H 3.11 -2.59 -1.66
H -1.76 -1.18 2.04
H 5.00 -4.99 0.46
H 4.66 -4.76 2.23
H 4.10 0.65 -3.26
H -1.81 3.34 2.91
H 3.38 2.09 -0.78
```

Results
Gap between HOMO and LUMO (eV): 10.07
SMILES string: CCCC[C@@](C#N)([C@H](Br)[C@@H](C)Br)[C@@](C#N)(CCCCOC=O)CCOC(C)=O.ClC(Cl)(Cl)Cl.ClC(Cl)(Cl)Cl.ClC(Cl)(Cl)Cl.ClC(Cl)(Cl)Cl.ClC(Cl)(Cl)Cl.ClC(Cl)(Cl)Cl.ClC(Cl)(Cl)Cl.ClC(Cl)(Cl)Cl.ClC(Cl)(Cl)Cl
Molecular weight (u): 1906.685
E_HOMO (eV): -10.289
Calculated total energy (hartree): -23248.2317

Here are the Mulliken charges for atoms 1 to 8, given in e: Br -0.114; Br -0.014; Cl -0.104; Cl -0.078; Cl -0.019; Cl -0.082; Cl -0.021; Cl -0.100